[1]
ORCA calculation (the ωB97M-V functional and the def2-TZVPD basis) on a structure of composition C40H33CrF5N7O3.

Each line ends with the Löwdin spin population.
Geometry (Å):
Cr  0.68  0.53  0.02  0.98
F  -2.17  -0.12  -5.23  0.00
F  1.02  -3.56  -4.92  0.00
F  -1.11  -2.45  -6.19  0.00
F  -1.14  1.07  -3.07  0.00
F  2.06  -2.40  -2.72  0.00
O  1.01  -0.12  -1.71  0.02
O  -6.65  -3.64  -0.82  0.00
O  -5.23  -4.92  0.18  0.00
N  2.69  0.85  0.19  -0.01
N  1.19  -1.00  1.17  -0.01
N  -1.75  0.30  -0.41  0.00
N  -0.90  -2.30  -0.88  0.00
N  0.02  1.81  1.62  -0.01
N  -5.55  -3.88  -0.38  0.00
N  0.74  2.45  -0.75  -0.01
C  -0.12  3.09  1.29  0.00
C  0.48  -0.65  -2.78  0.00
C  -1.32  -4.63  -1.17  0.00
C  -4.50  0.84  -0.37  0.00
C  -3.14  -3.15  -0.67  0.00
C  -1.01  5.38  1.95  0.00
C  3.02  -2.57  1.26  0.00
C  -0.48  -3.52  -1.12  0.00
C  -0.60  -1.87  -5.10  0.00
C  1.16  4.76  -0.14  0.01
C  -1.13  -0.69  -4.61  0.00
C  3.34  -0.12  0.76  0.01
C  -2.24  1.53  -0.42  0.00
C  -0.74  -0.91  3.78  0.00
C  2.98  2.29  -1.78  0.00
C  -4.96  -1.56  -0.42  0.00
C  5.65  -0.96  1.43  0.00
C  -0.92  -1.54  2.41  0.00
C  -0.60  -0.09  -3.48  0.00
C  4.35  -3.04  1.29  0.00
C  -2.20  -2.09  -0.67  0.00
C  2.51  -1.28  1.10  0.00
C  -0.55  1.47  2.93  0.00
C  0.84  5.97  0.43  0.00
C  0.13  0.34  3.71  0.00
C  3.37  2.02  -0.33  0.00
C  0.58  3.47  0.05  0.00
C  -2.66  -4.45  -0.93  0.00
C  0.40  -2.03  1.85  0.00
C  -4.53  -2.83  -0.49  0.00
C  1.49  2.64  -1.98  0.00
C  -2.65  -0.72  -0.48  0.00
C  1.02  -1.82  -3.33  0.00
C  4.71  0.00  1.18  0.00
C  -0.17  6.29  1.33  0.01
C  0.49  -2.42  -4.45  0.00
C  -4.03  -0.48  -0.42  0.00
C  -3.59  1.86  -0.40  0.00
C  5.53  -2.36  1.38  0.00
C  -0.98  4.00  1.95  0.01
H  4.45  1.88  -0.31  0.00
H  -3.89  2.90  -0.40  0.00
H  3.61  3.10  -2.16  0.00
H  0.31  0.70  4.73  0.00
H  -6.02  -1.36  -0.33  0.00
H  -1.36  -0.81  1.73  0.00
H  5.05  1.02  1.30  0.00
H  -5.57  1.03  -0.32  0.00
H  -1.51  2.33  -0.46  0.00
H  1.45  6.80  0.09  0.00
H  1.06  1.98  -2.74  0.00
H  3.23  1.40  -2.36  0.00
H  -1.62  -2.38  2.47  0.00
H  -0.92  -5.61  -1.38  0.00
H  2.29  -3.35  1.30  0.00
H  -0.49  2.37  3.55  0.00
H  6.44  -2.94  1.48  0.00
H  -3.34  -5.28  -0.95  0.00
H  -0.32  7.34  1.56  0.00
H  0.99  -2.42  2.69  0.00
H  1.37  3.66  -2.35  0.00
H  -1.79  5.82  2.57  0.00
H  1.10  0.12  3.28  0.00
H  0.59  -3.64  -1.28  0.00
H  -1.62  1.24  2.82  0.00
H  -1.71  -0.64  4.21  0.00
H  1.96  4.79  -0.85  0.00
H  4.43  -4.12  1.30  0.00
H  3.15  2.89  0.30  0.00
H  6.64  -0.58  1.68  0.00
H  0.23  -2.89  1.19  0.00
H  -1.74  3.54  2.58  0.00
H  -0.29  -1.64  4.46  0.00

Values from the calculation:
Energy above the lowest of the compared OMol25 structures with the same formula, charge and spin ... 11.4 kcal/mol
2S+1 ... 2
Gap between HOMO and LUMO (alpha / beta) ... 0.2257 / 0.2265 Eh
Charge ... 0
Expectation value of S² ... 0.765
E_HOMO (alpha / beta) ... -7.1 / -7.1 eV

[2]
ORCA calculation (the ωB97M-V functional and the def2-TZVPD basis) on a cluster of 2 separate species, C3H9O2 in total.

Each line ends with the Löwdin charge.
Geometry (Å):
O  0.68  -0.29  -1.41  -0.42
O  -2.86  -0.42  -0.70  -0.06
C  1.28  -0.67  -0.19  -0.53
C  1.47  0.41  0.95  -0.25
C  -0.02  0.95  1.31  -0.12
H  2.25  -1.07  -0.28  0.03
H  -2.12  -0.82  -1.21  0.05
H  0.03  1.82  0.60  0.06
H  2.05  1.23  0.51  0.07
H  0.48  -1.52  0.29  0.11
H  1.95  -0.15  1.77  0.07
H  -0.16  1.27  2.32  0.02
H  -2.55  0.38  -0.41  -0.04
H  -0.83  0.34  0.92  0.02

Values from the calculation:
Energy above the lowest of the compared OMol25 structures with the same formula, charge and spin ... 34.0 kcal/mol
Gap between HOMO and LUMO ... 0.2505 Eh
Charge ... -1
E_HOMO ... -2.4 eV

[3]
ORCA calculation (the ωB97M-V functional and the def2-TZVPD basis) on the molecule C5H7P.

Each line ends with the Löwdin charge.
Geometry (Å):
P  -1.58  -0.53  -1.69  0.78
C  0.49  1.30  0.82  -0.10
C  0.28  1.60  -0.45  -0.12
C  -0.02  0.19  -1.01  -0.52
C  0.65  -1.38  1.22  0.02
C  0.41  -0.18  0.72  -0.22
H  -2.21  0.01  -0.53  -0.09
H  1.18  -1.50  2.11  0.04
H  -0.02  2.61  -0.77  0.10
H  -1.38  -1.72  -0.88  -0.11
H  0.33  -2.16  0.50  0.06
H  0.91  -0.17  -1.55  0.09
H  0.95  1.92  1.53  0.08

Values from the calculation:
Energy above the lowest of the compared OMol25 structures with the same formula, charge and spin ... 63.3 kcal/mol
SMILES ... C=C1C=C[C@@H]1P
Gap between HOMO and LUMO ... 0.3565 Eh
Charge ... 0
E_HOMO ... -8.9 eV

[4]
ORCA calculation (the ωB97M-V functional and the def2-TZVPD basis) on a structure of composition C6H8N2.

Each line ends with the Löwdin charge.
Geometry (Å):
N  -2.99  0.10  0.09  0.16
N  0.41  1.30  0.00  0.00
C  -0.41  0.04  -0.11  -0.47
C  0.28  -0.63  1.09  -0.08
C  0.36  -0.85  -1.07  -0.04
C  -1.84  0.11  -0.08  -0.13
C  1.77  0.66  0.06  -0.25
C  1.46  -0.76  0.10  -0.24
H  2.30  -1.57  0.28  0.18
H  0.70  -0.42  -1.98  0.10
H  -0.08  -1.80  -1.28  0.11
H  -0.07  -1.62  1.26  0.10
H  2.38  1.07  0.87  0.12
H  0.44  1.96  -0.89  0.16
H  0.32  0.02  2.08  0.17
H  2.28  1.09  -0.85  0.12

Values from the calculation:
Energy above the lowest of the compared OMol25 structures with the same formula, charge and spin ... 57.0 kcal/mol
Gap between HOMO and LUMO ... 0.3736 Eh
Charge ... 0
E_HOMO ... -9.4 eV

[5]
ORCA calculation (the ωB97M-V functional and the def2-TZVPD basis) on a structure of composition C15H32FeI2N5O2PSi.

Each line ends with the Löwdin spin population.
Geometry (Å):
I  2.84  -0.77  1.95  0.01
I  3.06  2.10  -0.03  0.00
Fe  0.51  0.63  0.38  1.05
P  1.44  -1.28  -2.42  0.00
Si  -1.62  -1.88  1.48  0.00
O  1.07  -0.47  -1.22  0.01
O  0.46  -1.73  -3.46  0.00
N  1.26  -3.97  -2.24  0.00
N  -0.59  -0.38  1.49  -0.04
N  -0.69  1.76  -0.65  -0.01
N  2.21  -0.27  -4.82  0.00
N  0.07  1.63  2.04  -0.02
C  -0.60  0.54  2.50  0.00
C  4.02  0.93  1.47  0.00
C  -0.94  -2.96  2.83  -0.01
C  -1.39  2.45  -1.24  0.01
C  2.71  -0.34  -3.40  0.00
C  -1.00  1.60  4.57  0.00
C  0.14  2.74  2.76  -0.01
C  -0.38  2.73  4.06  0.01
C  -1.14  0.47  3.78  0.00
C  2.24  -2.88  -1.90  0.00
C  -2.27  3.34  -2.00  0.00
C  -3.51  2.60  -2.52  0.00
C  -1.40  -2.70  -0.18  0.00
C  -3.38  -1.35  1.74  0.01
C  0.71  4.00  2.18  0.00
H  0.12  -3.19  2.68  0.00
H  -1.65  -0.41  4.14  0.00
H  1.94  0.67  -5.09  0.00
H  0.60  -4.15  -1.48  0.00
H  0.98  3.88  1.14  0.00
H  -1.48  -3.91  2.83  0.00
H  -4.11  2.22  -1.69  0.00
H  -3.24  1.77  -3.17  0.00
H  -3.70  -0.65  0.96  0.00
H  1.59  4.32  2.74  0.00
H  1.73  -4.85  -2.46  0.00
H  -2.54  4.16  -1.34  0.00
H  -0.02  4.80  2.26  0.00
H  -1.01  -2.04  -0.95  0.00
H  2.49  -2.91  -0.84  0.00
H  0.71  -3.65  -3.05  0.00
H  2.84  0.66  -3.01  0.00
H  -0.75  -3.58  -0.07  0.00
H  4.98  0.61  1.10  0.00
H  -4.03  -2.23  1.68  0.00
H  4.11  1.54  2.36  0.00
H  -1.06  -2.54  3.83  0.00
H  -4.12  3.31  -3.09  0.00
H  2.90  -0.59  -5.50  0.00
H  -0.31  3.63  4.66  0.00
H  -3.55  -0.89  2.71  0.00
H  1.36  -0.88  -4.87  0.00
H  -2.36  -3.08  -0.53  0.00
H  3.14  -3.06  -2.48  0.00
H  3.68  -0.83  -3.40  0.00
H  -1.39  1.61  5.58  0.00
H  -1.68  3.76  -2.82  0.00

Values from the calculation:
Energy above the lowest of the compared OMol25 structures with the same formula, charge and spin ... 0.0 kcal/mol
2S+1 ... 2
Gap between HOMO and LUMO (alpha / beta) ... 0.2184 / 0.2485 Eh
Charge ... +3
Expectation value of S² ... 0.902
E_HOMO (alpha / beta) ... -15.9 / -16.0 eV

[6]
ORCA calculation (the ωB97M-V functional and the def2-TZVPD basis) on a structure of composition C20H34BrIN8NaO5S.

Each line ends with the Löwdin charge.
Geometry (Å):
I  4.52  2.60  -1.41  0.76
Br  2.73  -2.01  4.15  0.75
S  -4.57  -2.47  0.13  1.03
Na  -0.04  -0.18  0.04  0.31
O  1.51  -2.59  -1.92  0.01
O  1.68  -0.61  -0.87  -0.10
O  1.18  2.10  0.73  0.06
O  -2.23  1.60  2.67  -0.08
O  -0.74  0.10  1.92  -0.09
N  -0.83  2.60  -1.81  -0.25
N  1.06  0.99  3.91  -0.01
N  -1.03  -0.10  -2.95  -0.25
N  2.41  -2.06  1.42  0.12
N  -2.10  -2.80  -0.32  0.03
N  -2.21  -1.47  -0.05  0.01
N  -3.87  0.15  0.45  0.09
N  2.69  3.71  1.17  0.14
C  3.39  -3.63  -0.09  -0.01
C  -0.39  1.05  4.09  -0.20
C  -3.31  -4.92  -0.61  -0.25
C  4.08  -4.23  0.95  -0.07
C  3.46  1.62  0.17  -0.53
C  2.34  2.48  0.70  -0.65
C  0.15  3.66  -1.91  -0.11
C  -2.01  0.93  -3.22  -0.21
C  -1.60  -1.41  -3.17  -0.12
C  -3.43  -1.09  0.21  -0.67
C  -3.89  -5.14  -2.01  -0.10
C  -1.50  2.36  -3.07  -0.21
C  1.83  -1.85  -0.98  -0.62
C  -3.19  -3.47  -0.29  -0.64
C  3.04  -2.68  2.39  -0.73
C  -1.19  0.90  2.77  -0.66
C  2.57  -2.54  0.18  -0.16
C  3.91  -3.75  2.24  -0.13
C  -1.77  2.86  -0.73  -0.08
C  0.21  0.05  -3.70  -0.09
H  -3.96  -6.21  -2.23  0.07
H  0.03  0.08  -4.79  0.09
H  -3.31  0.76  1.14  0.11
H  4.75  -5.06  0.77  0.10
H  3.64  4.02  1.23  0.07
H  -3.24  -4.67  -2.75  0.08
H  -0.69  0.21  4.73  0.11
H  0.62  3.81  -0.94  0.06
H  3.46  -3.99  -1.11  0.11
H  -0.28  4.62  -2.24  0.08
H  0.84  -0.81  -3.47  0.07
H  -1.81  -1.59  -4.25  0.08
H  -2.31  -5.35  -0.54  0.11
H  1.97  4.26  1.60  0.11
H  -3.95  -5.41  0.13  0.10
H  -2.51  2.06  -0.68  0.06
H  1.25  0.12  3.42  -0.02
H  -2.36  3.04  -3.21  0.12
H  -0.90  -2.17  -2.81  0.07
H  -4.88  -4.70  -2.09  0.06
H  1.30  1.71  3.25  0.04
H  -2.54  -1.51  -2.62  0.06
H  4.41  -4.18  3.10  0.09
H  -1.24  2.87  0.22  0.07
H  -2.84  0.77  -2.52  0.11
H  -2.42  0.83  -4.25  0.12
H  4.20  1.39  0.94  0.06
H  -2.30  3.82  -0.86  0.09
H  0.73  0.95  -3.39  0.07
H  -0.67  1.98  4.58  0.10
H  0.93  3.38  -2.62  0.07
H  -0.80  2.58  -3.89  0.11
H  3.03  0.71  -0.24  0.02
H  -4.85  0.20  0.67  0.08

Values from the calculation:
Energy above the lowest of the compared OMol25 structures with the same formula, charge and spin ... 29.2 kcal/mol
Gap between HOMO and LUMO ... 0.2657 Eh
Charge ... -1
E_HOMO ... -5.2 eV